ORCA calculation (ωB97M-V with the def2-TZVPD basis set) on a structure of composition C24H29N4ORuS.

Last column: Mulliken spin population.
Positions of all 60 atoms, in Å:
1 Ru 0.48 -0.23 -0.26  2.40
2 C -3.82 0.40 -3.21  0.04
3 C -2.94 -0.66 -3.20  -0.02
4 C -2.19 -0.94 -2.06  0.08
5 C -2.32 -0.14 -0.92  -0.09
6 C -3.21 0.93 -0.94  0.04
7 C -3.95 1.20 -2.08  -0.02
8 N -1.46 -0.41 0.17  0.17
9 C -1.87 -0.22 1.50  0.18
10 C -3.19 -0.27 1.93  -0.04
11 C -3.48 -0.13 3.29  0.10
12 C -2.47 0.05 4.22  -0.03
13 C -1.14 0.08 3.81  0.15
14 C -0.85 -0.06 2.46  -0.09
15 N 0.42 -0.07 1.90  0.48
16 N 1.50 0.13 2.62  0.29
17 C 2.59 0.08 1.83  0.00
18 C 3.87 0.27 2.41  0.06
19 C 4.99 0.16 1.64  0.00
20 C 4.86 -0.17 0.27  0.10
21 C 3.61 -0.31 -0.24  -0.02
22 N 2.48 -0.18 0.49  0.14
23 H -4.41 0.62 -4.10  0.00
24 H -2.82 -1.29 -4.08  0.00
25 H -1.49 -1.77 -2.05  -0.03
26 H -3.29 1.58 -0.08  0.00
27 H -4.63 2.04 -2.08  0.00
28 H -3.99 -0.42 1.22  0.00
29 H -4.51 -0.17 3.61  0.01
30 H -2.71 0.16 5.27  0.00
31 H -0.33 0.21 4.51  0.01
32 H 3.91 0.51 3.46  0.00
33 H 5.97 0.30 2.08  0.00
34 H 5.73 -0.29 -0.37  0.01
35 H 3.45 -0.56 -1.29  0.01
36 C -0.47 2.44 -2.63  0.06
37 C 0.70 2.51 -1.64  0.20
38 C 0.96 3.98 -1.29  0.03
39 C 1.95 1.94 -2.32  0.09
40 C 0.36 1.76 -0.38  0.67
41 H -0.25 3.00 -3.54  0.00
42 H -1.38 2.86 -2.18  0.01
43 H -0.69 1.41 -2.91  -0.01
44 H 1.18 4.57 -2.19  0.00
45 H 1.81 4.07 -0.60  0.00
46 H 0.09 4.42 -0.81  0.00
47 H 2.17 2.48 -3.25  0.00
48 H 1.80 0.89 -2.59  -0.02
49 H 2.82 2.01 -1.66  0.00
50 H -0.45 2.21 0.20  -0.05
51 C 1.75 -3.86 1.41  0.00
52 S 0.31 -3.15 0.63  0.03
53 C -0.47 -4.66 0.08  0.00
54 O 0.84 -2.51 -0.65  0.07
55 H 2.29 -4.47 0.69  0.00
56 H 1.43 -4.44 2.27  0.00
57 H 2.36 -3.02 1.74  0.00
58 H -0.79 -5.23 0.95  0.00
59 H 0.23 -5.23 -0.53  0.00
60 H -1.34 -4.37 -0.51  0.00

Properties
Electronic energy: -1719.10015 Eh
Charge: 0
E_LUMO (spin up / spin down): 0.28 / -0.64 eV
M: 522.7 g/mol
Multiplicity: 6
HOMO level (spin up / spin down): -6.0389 / -7.3929 eV